Entry 1:
This record from the Open Molecules 2025 dataset describes a structure of composition C32H35B3FeN5O24 in a non-equilibrium geometry. The level of theory is wB97M-V/def2-TZVPD.

XYZ file:
```
100
C32H35B3FeN5O24 wB97M-V/def2-TZVPD
Fe 0.357 -0.157 1.052
O -2.344 -3.333 -7.135
C -1.622 -3.339 -6.143
O -2.030 -3.349 -4.876
B -0.856 -3.242 -4.024
O 0.327 -2.967 -4.871
C -0.141 -3.043 -6.159
O 0.414 -2.750 -7.272
O -0.548 -4.411 -3.245
C -0.309 -4.134 -2.018
O 0.290 -4.858 -1.224
C -0.582 -2.652 -1.856
O -1.086 -2.234 -2.977
O -0.516 -1.991 -0.810
O 5.233 -2.372 -6.020
C 4.349 -1.805 -5.382
O 4.357 -1.544 -4.060
B 3.167 -0.800 -3.732
O 2.393 -0.613 -4.961
C 3.036 -1.210 -5.878
O 2.656 -1.225 -7.064
O 2.404 -1.333 -2.574
C 2.181 -0.334 -1.756
O 1.560 -0.418 -0.696
C 2.950 0.919 -2.227
O 3.655 0.491 -3.217
O 3.097 1.884 -1.554
O -3.537 0.425 -1.382
C -2.596 0.741 -2.129
O -2.720 1.169 -3.385
B -1.345 1.364 -3.952
O -0.407 1.328 -2.804
C -1.093 0.905 -1.695
O -0.638 0.700 -0.560
O -1.178 2.590 -4.803
C -0.537 2.302 -5.860
O -0.057 2.997 -6.748
C -0.512 0.689 -5.862
O -1.123 0.232 -4.822
O 0.113 0.035 -6.740
C 0.523 2.391 6.038
C 0.785 1.040 6.680
C 1.642 0.113 5.793
C 1.272 0.051 4.329
N 1.024 0.074 3.139
H 0.157 3.129 6.751
H -0.156 2.338 5.187
H 1.476 2.803 5.704
H -0.122 0.498 6.951
H 1.280 1.199 7.638
H 1.646 -0.876 6.250
H 2.656 0.496 5.673
C 4.037 -5.290 1.585
C 2.752 -5.351 2.422
C 1.480 -4.914 1.643
C 1.254 -3.396 1.599
N 1.049 -2.264 1.486
H 4.157 -6.001 0.768
H 4.849 -5.359 2.309
H 4.136 -4.288 1.166
H 2.996 -4.732 3.285
H 2.770 -6.397 2.727
H 0.593 -5.249 2.183
H 1.593 -5.373 0.661
C -4.917 4.744 2.683
C -3.836 3.676 2.669
C -2.723 3.845 1.582
C -1.684 2.868 1.819
N -0.805 2.067 1.995
H -5.567 4.632 1.815
H -4.416 5.697 2.513
H -5.388 4.853 3.659
H -4.247 2.667 2.636
H -3.360 3.898 3.624
H -2.350 4.868 1.559
H -3.291 3.646 0.673
C -6.200 -2.472 1.868
C -4.797 -2.042 2.286
C -4.190 -1.312 1.140
C -2.771 -0.998 1.339
N -1.626 -0.781 1.496
H -6.057 -3.356 1.247
H -6.712 -1.771 1.209
H -6.897 -2.625 2.692
H -4.323 -2.978 2.580
H -4.871 -1.546 3.254
H -4.747 -0.397 0.942
H -4.121 -1.953 0.261
C 3.722 6.173 1.067
C 3.149 4.816 0.524
C 3.337 3.691 1.440
C 2.396 2.522 1.154
N 1.718 1.625 0.937
H 4.793 6.215 1.266
H 3.080 6.537 1.869
H 3.647 6.897 0.256
H 3.681 4.573 -0.396
H 2.139 5.055 0.191
H 3.294 4.021 2.478
H 4.322 3.346 1.124
```

The value obtained for the LUMO energy (spin up / spin down) is -0.55 / -4.85 eV. The HOMO energy (spin up / spin down) is -0.3313 / -0.3288 Eh. As for the total energy: -4658.642354 Eh. As for the spin multiplicity: 6. The value obtained for the relative energy (zero: lowest compared OMol25 entry of this formula, charge and spin) is 75.7 kcal per mole.

***

Entry 2:
This record from the Open Molecules 2025 dataset describes a cluster of 3 separate species, C19H29FNP2S in total in a non-equilibrium geometry. The level of theory is wB97M-V/def2-TZVPD.

XYZ file:
```
53
C19H29FNP2S wB97M-V/def2-TZVPD
C -2.733 0.987 -0.303
C -1.521 0.617 -1.395
C -0.253 1.587 -1.008
F -0.639 2.976 -1.373
P 1.392 1.146 -1.875
C 1.509 1.986 -3.608
C 2.799 1.795 -0.694
C 2.792 3.426 -0.518
C 3.194 3.990 1.005
N 2.506 4.319 -1.542
P 1.757 -1.030 -2.035
S 0.442 -1.968 -3.118
H -2.415 1.984 0.262
H -3.750 1.243 -0.873
H -2.904 0.103 0.448
H -1.179 -0.491 -1.236
H -1.949 0.782 -2.479
H -0.078 1.572 0.149
H 2.629 1.938 -4.008
H 0.763 1.452 -4.359
H 1.239 3.128 -3.552
H 2.568 1.317 0.364
H 3.839 1.377 -1.083
H 3.015 5.145 1.073
H 2.537 3.353 1.746
H 4.328 3.672 1.153
H 2.594 5.270 -1.072
H 3.063 -1.151 -2.699
H 1.940 -1.567 -0.702
C -3.811 -5.795 -0.981
C -2.447 -6.086 -0.972
C -1.528 -5.137 -1.417
C -1.972 -3.891 -1.862
C -3.336 -3.599 -1.867
C -4.256 -4.552 -1.431
H -4.528 -6.537 -0.637
H -2.101 -7.054 -0.619
H -0.466 -5.367 -1.417
H -1.255 -3.150 -2.204
H -3.681 -2.628 -2.212
H -5.318 -4.326 -1.440
C 0.406 1.285 5.478
C 0.508 2.143 4.383
C 0.708 1.622 3.105
C 0.796 0.242 2.920
C 0.690 -0.616 4.015
C 0.499 -0.095 5.294
H 0.253 1.691 6.475
H 0.433 3.218 4.526
H 0.794 2.291 2.253
H 0.947 -0.164 1.924
H 0.757 -1.691 3.871
H 0.422 -0.763 6.148
```

The value obtained for the LUMO energy is -3.64 eV. The HOMO energy is -0.4099 Eh. As for the total energy: -1976.480018 Eh. As for the total charge: +1.

***

Entry 3:
This record from the Open Molecules 2025 dataset describes a structure of composition C21H35KN5O9PS2 in a non-equilibrium geometry. The level of theory is wB97M-V/def2-TZVPD.

XYZ file:
```
74
C21H35KN5O9PS2 wB97M-V/def2-TZVPD
N 4.218 2.876 -3.908
C 3.223 2.320 -3.784
C 1.957 1.614 -3.627
C 1.516 1.243 -5.097
C 0.040 1.283 -5.355
O -0.516 2.176 -5.946
C 0.935 2.615 -3.040
C 1.423 3.529 -1.907
N 0.353 3.706 -0.916
C 2.187 0.337 -2.734
C 2.525 0.686 -1.370
N 2.785 0.978 -0.291
C 3.320 -0.551 -3.269
C 3.095 -1.669 -4.042
C 4.169 -2.422 -4.459
C 5.432 -2.028 -4.096
C 5.571 -0.887 -3.334
N 4.543 -0.166 -2.914
P 0.584 -0.645 -2.615
O -0.349 0.097 -1.574
O 0.995 -2.005 -1.911
H 1.917 0.268 -5.375
H 1.943 1.987 -5.763
H -0.603 0.489 -4.953
H 0.036 2.102 -2.704
H 0.626 3.253 -3.867
H 2.318 3.154 -1.429
H 1.698 4.487 -2.346
H -0.144 4.570 -1.090
H 0.745 3.785 0.013
H 2.093 -1.964 -4.317
H 4.012 -3.317 -5.041
H 6.302 -2.592 -4.390
H 6.557 -0.546 -3.048
H -0.352 -0.302 -0.665
H 0.742 -2.049 -0.949
K -1.874 -0.453 -4.495
C 0.364 -1.129 2.601
C -0.608 -1.304 1.479
O -0.291 -1.732 0.341
N -1.885 -0.962 1.697
C -2.426 -0.530 2.976
H 1.351 -1.449 2.286
H 0.404 -0.078 2.895
H 0.095 -1.713 3.479
H -2.493 -1.041 0.895
H -3.231 -1.189 3.303
H -2.805 0.490 2.914
H -1.640 -0.544 3.719
C 1.029 0.113 6.753
S -0.695 0.287 6.345
O -0.778 1.175 5.140
C -1.170 1.296 7.755
H 1.482 -0.488 5.960
H 1.477 1.107 6.819
H 1.115 -0.423 7.698
H -0.574 2.209 7.763
H -1.012 0.723 8.668
H -2.225 1.541 7.651
C 1.690 -2.911 5.254
O 1.112 -3.543 6.148
O 2.224 -3.711 4.203
O 1.859 -1.692 5.097
H 1.991 -4.599 4.496
C -6.221 0.572 -0.435
S -6.162 -1.218 -0.306
O -5.186 -1.695 -1.327
C -7.797 -1.521 -0.978
H -5.262 0.958 -0.098
H -6.398 0.855 -1.472
H -7.013 0.954 0.210
H -7.861 -1.095 -1.979
H -8.543 -1.078 -0.319
H -7.937 -2.598 -1.020
```

The value obtained for the LUMO energy is -1.73 eV. The HOMO energy is -0.2551 Eh. As for the total energy: -3509.705980 Eh.

***

Entry 4:
This record from the Open Molecules 2025 dataset describes a cluster of 12 separate species, C46H81N5O21S7 in total in a non-equilibrium geometry. The level of theory is wB97M-V/def2-TZVPD.

XYZ file:
```
160
C46H81N5O21S7 wB97M-V/def2-TZVPD
C -26.718 1.155 4.090
C -26.460 -0.004 5.075
O -25.026 -0.224 5.099
S -24.345 -1.423 4.217
C -24.214 -2.718 5.591
O -25.263 -1.973 3.245
O -22.981 -1.055 3.838
H -26.465 0.817 3.085
H -26.008 1.938 4.354
H -27.650 1.716 4.155
H -26.792 0.457 6.005
H -27.021 -0.923 4.904
H -23.269 -3.241 5.445
H -25.043 -3.418 5.489
H -24.044 -2.378 6.613
C -17.147 7.554 6.303
C -17.588 8.302 5.074
O -18.549 9.358 5.270
S -20.047 8.987 5.887
C -20.945 10.517 5.377
O -20.561 7.861 5.114
O -19.896 8.950 7.333
H -18.075 7.269 6.800
H -16.703 8.262 7.002
H -16.615 6.616 6.143
H -16.707 8.651 4.536
H -18.177 7.657 4.421
H -20.209 11.231 5.745
H -21.870 10.491 5.955
H -21.030 10.519 4.291
C -21.339 5.666 2.578
C -22.136 5.386 1.353
O -23.419 5.994 1.561
S -24.690 5.696 0.463
C -25.214 4.037 1.259
O -25.793 6.634 0.721
O -24.077 5.431 -0.832
H -20.344 5.226 2.644
H -21.868 5.355 3.479
H -21.146 6.732 2.695
H -21.765 5.866 0.447
H -22.279 4.327 1.135
H -26.296 4.035 1.128
H -24.908 3.985 2.304
H -24.845 3.205 0.658
C -21.222 5.035 6.891
C -22.626 5.717 6.888
O -23.415 4.880 6.124
S -25.038 5.154 5.876
C -24.816 6.613 4.616
O -25.573 4.049 5.109
O -25.704 5.581 7.099
H -20.908 4.994 5.849
H -21.309 4.019 7.276
H -20.549 5.595 7.540
H -22.979 5.746 7.919
H -22.612 6.714 6.449
H -25.754 6.739 4.075
H -24.078 6.349 3.860
H -24.569 7.461 5.255
C -24.315 13.818 1.309
C -25.285 13.001 2.163
O -24.491 11.852 2.532
S -24.966 10.927 3.778
C -26.276 9.962 2.940
O -23.812 10.078 3.964
O -25.535 11.778 4.852
H -23.438 14.112 1.886
H -24.779 14.784 1.109
H -24.070 13.351 0.355
H -25.562 13.611 3.023
H -26.193 12.703 1.637
H -25.818 9.521 2.055
H -27.067 10.666 2.680
H -26.586 9.258 3.712
C -20.584 2.104 11.835
C -20.342 3.346 11.023
O -20.766 4.401 11.867
S -21.763 5.605 11.348
C -23.240 4.506 11.147
O -21.949 6.530 12.411
O -21.305 5.971 10.011
H -21.638 2.016 12.099
H -20.131 2.139 12.825
H -20.315 1.205 11.280
H -19.271 3.379 10.822
H -20.735 3.287 10.008
H -23.394 3.822 11.982
H -22.985 3.837 10.325
H -24.069 5.208 11.064
C -29.590 7.738 2.118
C -30.274 6.825 3.156
O -30.051 5.428 2.967
S -28.566 4.718 3.256
C -28.799 4.360 5.018
O -28.571 3.467 2.489
O -27.538 5.779 3.033
H -29.678 7.411 1.082
H -28.519 7.931 2.176
H -30.042 8.730 2.135
H -29.922 7.018 4.169
H -31.351 6.981 3.213
H -28.986 5.341 5.455
H -27.960 3.832 5.472
H -29.732 3.803 5.105
C -23.652 11.476 8.222
C -24.758 10.741 7.895
C -24.708 9.359 8.000
N -23.694 8.737 8.667
C -22.579 9.390 8.965
C -22.529 10.812 8.722
H -23.584 12.548 8.114
H -25.661 11.203 7.525
H -25.587 8.798 7.719
H -21.776 8.800 9.381
H -21.646 11.346 9.040
C -18.126 4.516 5.303
C -17.815 4.279 3.953
C -17.103 3.116 3.681
N -16.595 2.217 4.568
C -16.983 2.434 5.831
C -17.846 3.467 6.184
H -18.680 5.418 5.518
H -18.006 5.040 3.211
H -16.798 2.856 2.678
H -16.781 1.734 6.627
H -18.197 3.588 7.198
C -25.620 2.492 10.324
C -25.597 2.421 8.934
C -25.295 1.192 8.355
N -24.898 0.155 9.075
C -24.743 0.276 10.409
C -25.178 1.451 11.063
H -25.990 3.398 10.782
H -25.984 3.234 8.337
H -25.291 1.042 7.285
H -24.347 -0.560 10.967
H -25.088 1.570 12.132
C -20.464 1.920 4.256
C -21.649 2.113 4.972
C -22.810 2.248 4.245
N -22.807 2.205 2.901
C -21.670 1.948 2.240
C -20.459 1.720 2.864
H -19.563 1.807 4.840
H -21.575 2.140 6.049
H -23.767 2.304 4.743
H -21.768 1.892 1.166
H -19.579 1.481 2.286
C -30.421 9.017 7.425
C -29.579 7.938 7.718
C -28.436 7.735 6.910
N -28.082 8.608 5.913
C -28.939 9.659 5.580
C -30.110 9.826 6.329
H -31.233 9.256 8.097
H -29.840 7.228 8.489
H -27.759 6.934 7.169
H -28.684 10.322 4.767
H -30.797 10.613 6.056
```

The value obtained for the LUMO energy is 0.22 eV. The HOMO energy is -0.3369 Eh. As for the total energy: -6442.265230 Eh. As for the structure (SMILES): CCOS(C)(=O)=O.CCOS(C)(=O)=O.CCOS(C)(=O)=O.CCOS(C)(=O)=O.CCOS(C)(=O)=O.CCOS(C)(=O)=O.CCOS(C)(=O)=O.c1ccncc1.c1ccncc1.c1ccncc1.c1ccncc1.c1ccncc1.

***

Entry 5:
This record from the Open Molecules 2025 dataset describes an isolated molecule of C5H8O in a non-equilibrium geometry. The level of theory is wB97M-V/def2-TZVPD.

XYZ file:
```
14
C5H8O wB97M-V/def2-TZVPD
O 0.614 -1.064 1.278
C 0.777 -0.715 -0.191
C 1.066 0.762 -0.356
C -0.085 1.406 -0.125
C -1.164 0.394 0.140
C -0.676 -0.816 -0.670
H 1.091 -0.433 1.836
H 1.503 -1.428 -0.585
H 2.059 1.192 -0.453
H -0.217 2.473 0.014
H -2.205 0.719 0.068
H -0.842 -0.022 1.130
H -0.811 -0.706 -1.753
H -1.109 -1.761 -0.334
```

The value obtained for the LUMO energy is 0.99 eV. The HOMO energy is -0.3385 Eh. As for the total energy: -270.494306 Eh. The value obtained for the relative energy (zero: lowest compared OMol25 entry of this formula, charge and spin) is 39.9 kcal per mole. As for the structure (SMILES): O[C@@H]1C=CCC1.

***

Entry 6:
This record from the Open Molecules 2025 dataset describes a structure of composition C11H14BClN4O6Tl in a non-equilibrium geometry. The level of theory is wB97M-V/def2-TZVPD.

XYZ file:
```
38
C11H14BClN4O6Tl wB97M-V/def2-TZVPD
C -1.087 -4.511 0.956
C -1.001 -3.369 -0.157
C -0.188 -2.063 0.428
Cl -1.037 -1.541 1.891
C -0.115 -0.958 -0.711
C 0.765 -1.579 -1.846
N 1.519 -2.042 -2.552
O -1.393 -0.743 -1.297
N -1.395 -1.217 -2.663
O -2.448 -1.088 -3.088
C 0.648 0.389 -0.280
C 2.031 -0.067 0.264
N 2.976 -0.429 0.769
B 0.982 1.212 -1.669
O 2.353 1.625 -1.955
O -0.050 1.576 -2.626
N 0.034 1.174 0.811
C -1.274 1.863 0.474
C -1.490 3.328 -0.083
O -2.243 1.249 0.709
C 1.020 2.068 1.576
C 1.387 1.650 3.038
O 1.562 3.078 1.143
H -0.128 -4.464 1.541
H -1.986 -4.372 1.603
H -1.132 -5.466 0.364
H -0.493 -3.831 -1.034
H -2.049 -3.037 -0.354
H 0.815 -2.466 0.733
H 2.695 2.200 -1.198
H 0.046 2.540 -2.879
H -2.323 3.822 0.484
H -1.882 3.211 -1.132
H -0.551 3.975 -0.131
H 1.154 2.543 3.676
H 0.854 0.733 3.362
H 2.505 1.541 3.036
Tl 0.919 3.465 -1.203
```

The value obtained for the LUMO energy is -17.18 eV. The HOMO energy is -0.7694 Eh. As for the total energy: -1753.960274 Eh. As for the total charge: +3.

***

Entry 7:
This record from the Open Molecules 2025 dataset describes a cluster of 2 separate species, C5H16N2O in total in a non-equilibrium geometry. The level of theory is wB97M-V/def2-TZVPD.

XYZ file:
```
24
C5H16N2O wB97M-V/def2-TZVPD
C 2.260 -1.145 -0.547
C 0.818 -0.677 -0.873
C 0.943 0.402 -1.968
N 0.162 -0.091 0.283
C -0.678 -0.929 1.103
C -2.090 -1.008 0.580
N -2.827 0.256 0.586
H 2.677 -1.686 -1.394
H 2.857 -0.254 -0.355
H 2.290 -1.808 0.321
H 0.219 -1.520 -1.218
H 1.431 0.011 -2.844
H -0.036 0.793 -2.236
H 1.529 1.228 -1.559
H 0.670 0.694 0.650
H -0.226 -1.920 1.255
H -0.657 -0.533 2.125
H -2.708 -1.727 1.123
H -2.169 -1.391 -0.438
H -3.024 0.542 1.541
H -2.255 1.003 0.205
O 0.030 3.377 1.474
H 0.945 3.657 1.389
H -0.162 2.728 0.796
```

The value obtained for the LUMO energy is 0.70 eV. The HOMO energy is -0.3144 Eh. As for the total energy: -384.834711 Eh. The value obtained for the relative energy (zero: lowest compared OMol25 entry of this formula, charge and spin) is 14.7 kcal per mole. As for the structure (SMILES): CC(C)NCCN.O.

***

Q: The highest total energy belongs to which entry?
A: C5H8O

***

Q: Number 5 is which compound?
A: C5H8O